No. 1
{
  "formula": "C7H8N2O3",
  "method": "ωB97M-V/def2-TZVPD",
  "symbols": ["C", "C", "C", "C", "C", "C", "C", "H", "H", "H", "H", "H", "H", "H", "H", "N", "N", "O", "O", "O"],
  "xyz": [[-3.290117, -1.599327, -0.803794], [-2.208064, -0.462062, -0.475764], [0.095407, -0.594019, -0.377993], [0.567237, -1.825974, 0.219817], [1.638356, -1.769736, 1.106845], [1.914255, 0.459428, 1.047641], [0.825964, 0.526035, 0.127843], [-2.836847, -2.604000, -0.807045], [-3.784124, -1.521101, -1.794333], [-4.108879, -1.695537, -0.174907], [-1.952161, -0.337157, 0.687963], [-2.723342, 0.508642, -0.605932], [0.263721, -2.886149, -0.249802], [2.191263, -2.685957, 1.407183], [2.103533, 1.409911, 1.636845], [2.223776, -0.676129, 1.650520], [0.444232, 1.846226, -0.257500], [-1.028197, -0.514658, -1.221444], [1.164711, 2.815214, -0.101240], [-0.772445, 1.851270, -0.542153]],
  "atomic_forces_ev_per_a": [[2.63, -0.20, -1.73], [-2.88, 0.51, 3.00], [0.32, -0.46, 1.47], [-0.29, -0.93, -2.51], [1.05, -0.86, 0.37], [-2.52, 0.63, 1.83], [1.05, -0.95, -0.82], [0.16, 0.35, 0.04], [0.78, 0.47, 0.24], [-1.26, 0.49, 1.88], [-0.58, -1.01, -2.33], [0.43, -0.37, -0.55], [0.43, 2.70, 1.38], [-1.05, 0.36, -0.11], [0.54, -1.08, -1.34], [-0.06, -0.11, -1.42], [-2.78, 0.40, 0.56], [2.61, -1.02, 0.72], [-0.32, -0.68, -0.60], [1.73, 1.76, -0.08]],
  "orbital_gap_ev": 9.424,
  "charge": 0,
  "de_lowest_ev": 5.670,
  "smiles": "CCOc1ccncc1[N+](=O)[O-]"
}

No. 2
{
  "formula": "CH5N2O2",
  "method": "ωB97M-V/def2-TZVPD",
  "symbols": ["C", "N", "N", "O", "O", "H", "H", "H", "H", "H"],
  "xyz": [[1.307898, 0.499614, 0.031027], [-1.845803, -0.178299, -0.234703], [-0.988056, -1.092835, -0.126405], [-1.809413, 0.965436, 0.019703], [0.427523, -0.603312, 0.480056], [1.216379, 0.725208, -0.957055], [2.383962, 0.223269, 0.192703], [1.059032, 1.288753, 0.627569], [-2.850819, -0.543863, -0.510356], [1.099299, -1.283969, 0.477458]],
  "atomic_forces_ev_per_a": [[1.67, -0.94, 1.02], [-1.48, -1.06, 0.32], [1.44, -2.20, -0.52], [0.60, 3.03, 0.47], [-0.98, 1.40, -0.13], [-0.73, 0.33, -2.84], [-1.14, -0.28, 0.18], [-0.62, 2.16, 1.46], [1.99, -0.41, 0.11], [-0.75, -2.03, -0.08]],
  "orbital_gap_ev": 10.711,
  "charge": 1,
  "de_lowest_ev": 5.047
}

Q: Which of these has the highest charge?
A: CH5N2O2

Q: Which of these has the highest charge?
A: CH5N2O2